DFT (wB97M-V/def2-TZVPD) results for a molecular structure, F2NO4RbS2 in a non-equilibrium geometry.

Element x y z (Å)
Rb -3.6788 -1.8306 -10.5832
N -4.5869 -5.7083 -9.1610
S -5.0981 -4.7933 -8.0784
O -5.3206 -3.4398 -8.4935
O -4.6093 -5.1304 -6.7368
F -6.6717 -5.2101 -7.9911
S -2.9583 -5.2702 -8.9042
O -2.1319 -5.9748 -8.0131
O -2.6828 -3.8574 -9.1135
F -2.4790 -5.8483 -10.3364

Force components x, y, z for each atom (eV/Å):
-0.241 -0.304 0.363
4.136 -0.592 -1.035
-5.669 1.020 5.381
0.788 1.109 0.047
-0.397 1.319 -2.100
1.155 -0.610 -0.294
1.355 -1.057 -4.360
-0.342 -0.386 0.947
-0.389 -0.598 0.568
-0.397 0.100 0.482

Computed properties:
Kohn-Sham gap (eV): 8.69
Energy above the lowest of the compared OMol25 structures with the same formula, charge and spin (kcal/mol): 23.8